Here is a molecular structure, C44H74BCl4CsF3N5O15S from the Open Molecules 2025 dataset. Energies are from ωB97M-V/def2-TZVPD.

Multiplicity ... 1
Total charge ... 0

The geometry in XYZ format:
```
148
Properties=species:S:1:pos:R:3:lowdin_charge:R:1
C 2.5616 -5.2824 -3.2717 -0.28
C 2.1777 -3.7836 -3.9071 -0.30
N 1.7408 -2.9452 -2.7324 -0.10
C 0.6678 -1.9140 -3.1338 -0.15
C -0.6872 -2.3080 -2.3408 -0.06
C -2.1181 -1.8657 -2.9868 -0.21
C -2.9150 -3.3238 -2.7510 -0.15
O -4.3662 -3.2680 -2.8752 -0.23
C -4.9043 -4.4902 -2.1934 -0.08
O -3.0325 -0.9692 -2.2013 -0.03
C -3.9332 -0.1132 -3.0443 -0.20
O -4.6564 0.9593 -2.7102 0.01
O -3.7372 -0.7663 -4.3819 -0.03
C -2.2672 -1.1171 -4.4181 -0.21
C -1.6247 0.2613 -4.8903 -0.11
C -0.5680 1.1045 -4.0233 -0.14
C -1.0603 1.6312 -2.5331 -0.21
O -0.6682 0.7580 -1.4164 -0.16
B -2.1984 -2.2202 -5.6898 -0.29
C -0.8370 -2.6181 -6.5153 -0.05
O -3.4843 -2.8528 -6.1186 0.04
C 2.9011 -2.1495 -2.1262 -0.29
C 3.9120 -1.1623 -2.9680 -0.22
O 3.0891 -2.2101 -0.7833 -0.56
H 3.0118 -5.9686 -4.1055 0.04
H 3.3362 -5.1175 -2.3808 0.03
H 1.5657 -5.6862 -2.7928 0.06
H 1.3281 -3.8542 -4.7081 0.11
H 3.1412 -3.3901 -4.4609 0.00
H 1.0638 -0.8986 -2.6448 0.11
H 0.5828 -1.7517 -4.2853 0.12
H -0.6598 -1.8414 -1.2417 0.14
H -0.6171 -3.4865 -2.1529 0.15
H -2.4898 -4.1818 -3.4233 0.15
H -2.7112 -3.6629 -1.6233 0.15
H -5.7329 -4.9394 -2.9093 0.11
H -5.3764 -4.2519 -1.1396 0.11
H -4.0936 -5.3349 -2.0642 0.10
H -1.1138 0.0815 -5.9578 0.13
H -2.5093 1.0240 -5.1526 0.16
H -0.4420 2.1304 -4.6348 0.12
H 0.5551 0.6978 -4.0172 0.12
H -0.4417 2.6405 -2.3605 0.10
H -2.1918 1.9786 -2.5080 0.13
H -1.4534 0.6274 -0.7764 0.12
H 0.0245 -1.7962 -6.4256 0.08
H -1.1235 -2.6122 -7.6746 0.10
H -0.4339 -3.7097 -6.3097 0.09
H -3.2577 -3.8220 -6.2403 0.12
H 4.6478 -0.5357 -2.2666 -0.19
H 3.3341 -0.3693 -3.6234 0.11
H 4.6190 -1.7455 -3.7198 0.08
Cl 4.8671 -4.5208 -3.9822 -0.15
C 2.8235 0.5910 1.2810 -1.04
Cl 3.0318 1.9654 0.1890 0.54
Cl 1.8564 1.0397 2.6910 0.65
H 2.3179 -0.2159 0.7449 0.02
H 3.8062 0.2515 1.6171 -0.02
C 0.9076 7.6130 -4.7716 -0.07
C 0.2223 6.3469 -5.2807 -0.43
C -0.3718 5.4713 -4.1532 -0.20
O 0.5957 4.7115 -3.4228 -0.22
C 1.2742 5.4429 -2.4133 -0.11
N 1.1741 5.5892 -6.1071 0.04
H 1.8942 7.4169 -4.3426 0.06
H 1.0578 8.3197 -5.5957 0.08
H 0.2963 8.1133 -4.0130 0.08
H -0.6092 6.6657 -5.9206 0.14
H -1.0360 4.7315 -4.6177 0.12
H -0.9961 6.0609 -3.4713 0.12
H 0.6291 6.1876 -1.9375 0.09
H 2.1641 5.9170 -2.8317 0.08
H 1.6095 4.7349 -1.6481 0.07
H 0.6838 4.7975 -6.5251 0.07
H 1.8458 5.1485 -5.4715 0.07
Cs 4.8671 -1.0614 -0.5421 1.60
C 0.1334 9.8646 8.6541 0.03
N 0.0789 8.9104 7.5283 -0.10
C 0.1502 7.5845 7.7834 0.02
C 0.0593 6.6548 6.7443 0.06
C -0.1136 7.0846 5.4250 -0.15
C -0.1588 8.4663 5.2008 0.04
C -0.0594 9.3622 6.2643 0.01
C -0.2711 6.1370 4.3068 -0.15
C -1.4169 6.1669 3.5026 0.04
C -1.5438 5.3047 2.4147 0.01
N -0.5604 4.4288 2.1167 -0.08
C 0.5503 4.3527 2.8848 0.01
C 0.7126 5.1963 3.9862 0.06
C -0.6808 3.5540 0.9341 0.03
H 1.0620 9.6876 9.2026 0.11
H -0.7401 9.6793 9.2854 0.11
H 0.1110 10.8893 8.2765 0.10
H 0.2673 7.2789 8.8203 0.15
H 0.1017 5.5935 6.9866 0.14
H -0.2706 8.8635 4.1928 0.14
H -0.0984 10.4373 6.1090 0.15
H -2.2282 6.8623 3.7144 0.14
H -2.4244 5.3183 1.7765 0.15
H 1.3054 3.6243 2.6003 0.09
H 1.6282 5.1223 4.5709 0.12
H -0.5909 2.5181 1.2690 0.10
H 0.1264 3.8190 0.2453 0.09
H -1.6491 3.7088 0.4515 0.11
C -1.3229 -7.6392 -3.2594 -0.07
C -0.0838 -8.5124 -3.1434 -0.49
C -0.4064 -9.8490 -2.4945 -0.05
O 0.9002 -7.8352 -2.3660 -0.08
H -1.7419 -7.4201 -2.2709 0.07
H -1.0733 -6.6759 -3.7170 0.06
H -2.0935 -8.1258 -3.8655 0.08
H 0.3430 -8.6799 -4.1383 0.13
H -0.7930 -9.7083 -1.4788 0.04
H 0.4970 -10.4620 -2.4063 0.09
H -1.1495 -10.4018 -3.0776 0.08
H 0.5299 -7.6823 -1.4807 0.10
C 3.7836 3.5759 5.9991 -0.30
C 4.4775 2.2456 6.2068 -0.61
O 3.5173 1.2341 6.4736 -0.11
H 3.2012 3.8485 6.8852 0.07
H 4.5105 4.3675 5.7967 -0.12
H 3.0811 3.5197 5.1612 0.04
H 5.1621 2.2997 7.0584 0.06
H 5.0516 1.9597 5.3201 0.04
H 2.9194 1.1882 5.7079 0.04
C -2.4744 -9.7668 2.6747 -0.58
F -3.6985 -9.2546 3.0228 0.07
F -1.5510 -9.0330 3.3756 0.07
F -2.4325 -11.0284 3.2120 0.08
S -2.1739 -9.7483 0.8305 0.47
O -2.2546 -8.3360 0.4331 -0.37
O -3.2427 -10.5726 0.2497 -0.35
O -0.8352 -10.3243 0.6438 -0.35
C -0.0631 -1.0742 4.3327 -0.11
C 0.3880 -2.3893 4.2101 -0.06
C -0.1678 -3.3964 5.0014 0.02
C -1.1826 -3.0746 5.9132 -0.13
C -1.6320 -1.7539 6.0438 0.00
C -1.0666 -0.7547 5.2490 -0.08
N -1.7886 -4.1332 6.7298 -0.32
O -1.3505 -5.2858 6.5988 0.08
O -2.7059 -3.8146 7.5000 0.06
H 0.3693 -0.2933 3.7094 -0.02
H 1.1714 -2.6302 3.4947 0.11
H 0.1947 -4.4164 4.8939 0.13
H -2.4154 -1.4893 6.7509 0.12
H -1.4108 0.2731 5.3407 0.10
Cl 6.0671 3.6834 5.7692 0.21
```

***

Here is 11 unconnected molecules or ions with the total composition C44H76N6O8 from the Open Molecules 2025 dataset. Energies are from ωB97M-V/def2-TZVPD.

Structure (SMILES) ... CNC(C)=O.CNC(C)=O.CNC(C)=O.c1ccncc1.c1ccncc1.c1ccncc1.C1CCOC1.C1CCOC1.C1CCOC1.C1CCOC1.C1CCOC1
Multiplicity ... 1
Total charge ... 0

The geometry in XYZ format:
```
134
Properties=species:S:1:pos:R:3:lowdin_charge:R:1
C 2.2379 -5.3556 1.5141 -0.08
N 2.1458 -4.4361 0.3958 0.03
C 3.0362 -3.4504 0.1803 -0.55
C 2.8906 -2.6732 -1.1264 0.01
O 3.9234 -3.1562 0.9757 0.02
H 2.4084 -4.9706 2.5186 0.08
H 3.0788 -6.0077 1.2622 0.09
H 1.3526 -5.9789 1.6321 0.06
H 1.4738 -4.6019 -0.3404 0.07
H 1.9956 -3.0319 -1.6434 0.03
H 3.7916 -3.0148 -1.6356 0.10
H 2.7417 -1.6087 -0.9858 0.06
C -1.6366 -5.6743 0.1387 -0.05
N -1.4453 -6.1958 -1.2308 0.04
C -0.6547 -5.5290 -2.1047 -0.54
C -0.9128 -5.8061 -3.5707 0.01
O 0.2867 -4.8169 -1.7729 0.03
H -0.7587 -5.6688 0.7783 0.05
H -2.2924 -6.4621 0.5148 0.09
H -2.1401 -4.7165 0.2601 0.07
H -2.2452 -6.6373 -1.6546 0.13
H -1.9013 -5.4627 -3.8768 0.06
H -0.8176 -6.8902 -3.6874 0.09
H -0.1894 -5.3733 -4.2563 0.09
C 5.9411 6.5674 -0.7100 -0.06
N 5.1400 5.4282 -0.2841 -0.01
C 3.7874 5.4418 -0.1934 -0.55
C 3.1881 4.2114 0.4306 0.01
O 3.1515 6.4393 -0.4936 0.03
H 6.4228 6.8494 0.2391 0.08
H 5.3436 7.4450 -0.9277 0.08
H 6.7415 6.3465 -1.4092 0.08
H 5.6469 4.6441 0.0856 0.13
H 2.3982 4.4171 1.1545 0.06
H 3.9106 3.7817 1.1309 0.07
H 2.7944 3.5283 -0.3187 0.08
C -1.1132 -0.2920 0.7412 -0.09
C -0.4994 -1.2230 -0.0920 -0.06
C 0.3751 -0.8225 -1.0890 -0.14
N 0.7527 0.4612 -1.2253 0.09
C 0.2156 1.3628 -0.4117 -0.14
C -0.7196 1.0203 0.5610 -0.07
H -1.7399 -0.4765 1.6023 0.08
H -0.8536 -2.2307 0.1077 0.10
H 0.8559 -1.4780 -1.8011 0.06
H 0.6117 2.3656 -0.5141 0.09
H -1.1456 1.7868 1.1998 0.10
C -3.3026 -3.2152 -1.6241 -0.10
C -3.8361 -2.3180 -0.6938 -0.06
C -5.1813 -2.2922 -0.4480 -0.14
N -6.0319 -3.1001 -1.0932 0.06
C -5.5392 -3.8899 -2.0512 -0.14
C -4.1731 -4.0188 -2.3193 -0.07
H -2.2295 -3.2667 -1.7597 0.08
H -3.0842 -1.7769 -0.1380 0.07
H -5.6052 -1.7758 0.4063 0.11
H -6.3175 -4.4701 -2.5311 0.10
H -3.7274 -4.6955 -3.0363 0.08
C -0.3760 -3.0846 3.4248 -0.05
C -1.3252 -2.0842 3.5968 -0.08
C -2.6670 -2.4328 3.5904 -0.14
N -3.0718 -3.7128 3.4593 0.06
C -2.1388 -4.6435 3.3395 -0.18
C -0.7683 -4.4225 3.3539 -0.06
H 0.6848 -2.8671 3.4728 0.10
H -1.0309 -1.1278 4.0121 0.08
H -3.4915 -1.7975 3.8893 0.10
H -2.5071 -5.6645 3.2810 0.10
H 0.0064 -5.1565 3.2003 0.08
C -0.8422 -2.1522 -4.1712 -0.17
C -1.4857 -2.1486 -5.5567 -0.14
C -0.2987 -2.3567 -6.5443 -0.18
O 0.7916 -2.7389 -5.7221 -0.15
C 0.6576 -2.1648 -4.4470 -0.21
H -1.0929 -3.0955 -3.6773 0.07
H -1.2969 -1.3841 -3.5467 0.10
H -1.8807 -1.1507 -5.7676 0.10
H -2.3263 -2.8297 -5.6716 0.10
H 0.0118 -1.4542 -7.0835 0.11
H -0.4541 -3.1284 -7.2983 0.11
H 1.1338 -1.1712 -4.5002 0.12
H 1.2544 -2.7073 -3.7117 0.10
C 4.2607 0.7405 2.4982 -0.16
C 3.0942 0.4780 1.5569 -0.14
C 2.0488 -0.2566 2.4028 -0.18
O 2.5858 -0.2529 3.7342 -0.16
C 4.0158 -0.2321 3.6656 -0.19
H 4.2130 1.7098 2.9971 0.11
H 5.2346 0.4669 2.0905 0.11
H 3.4291 -0.2886 0.8537 0.10
H 2.8179 1.4140 1.0815 0.08
H 1.9086 -1.3186 2.1826 0.10
H 1.0763 0.2326 2.3863 0.10
H 4.4601 -1.2085 3.4332 0.12
H 4.3485 0.0609 4.6586 0.12
C -2.6516 2.7726 4.3387 -0.16
C -2.2268 1.3300 4.4342 -0.17
C -0.9818 1.3872 5.3463 -0.19
O -0.4271 2.6546 5.0003 -0.16
C -1.4946 3.5956 4.9141 -0.18
H -3.5141 2.8873 5.0056 0.11
H -3.0011 3.0592 3.3489 0.11
H -1.9015 0.9620 3.4581 0.08
H -2.9573 0.6561 4.8843 0.11
H -0.1850 0.6476 5.2677 0.11
H -1.1902 1.4498 6.4257 0.12
H -1.1942 4.3505 4.1899 0.09
H -1.7328 4.0336 5.8859 0.12
C -1.6794 3.1372 -4.8831 -0.15
C -0.6495 1.9967 -4.9933 -0.18
C 0.5824 2.5853 -4.3305 -0.20
O 0.0310 3.3511 -3.2628 -0.15
C -1.1902 3.9347 -3.6682 -0.22
H -2.7169 2.8245 -4.8264 0.11
H -1.4851 3.7793 -5.7466 0.11
H -0.4398 1.6297 -6.0019 0.11
H -0.9345 1.0880 -4.4545 0.09
H 1.1494 3.2304 -5.0077 0.12
H 1.1075 1.7801 -3.8170 0.11
H -1.1718 5.0075 -3.8805 0.11
H -1.9208 3.8262 -2.8599 0.11
C 0.5707 6.2583 2.1482 -0.15
C -0.4191 7.3977 2.1905 -0.18
C -1.7716 6.7078 2.2023 -0.19
O -1.5421 5.2898 2.0361 -0.17
C -0.2679 5.1799 1.3982 -0.20
H 0.7002 5.8183 3.1393 0.11
H 1.5521 6.5192 1.7576 0.10
H -0.3432 8.1165 1.3678 0.11
H -0.3026 8.1087 3.0144 0.11
H -2.4779 7.0915 1.4641 0.11
H -2.2350 6.8321 3.1842 0.11
H -0.2993 5.2024 0.3078 0.13
H 0.0853 4.2159 1.7795 0.10
```

***

Here is 7 unconnected molecules or ions with the total composition C44H78O22PS from the Open Molecules 2025 dataset. Energies are from ωB97M-V/def2-TZVPD.

Multiplicity ... 1
Total charge ... -1

The geometry in XYZ format:
```
146
Properties=species:S:1:pos:R:3:lowdin_charge:R:1
C 10.8682 -2.6023 4.4683 -0.12
O 9.5613 -2.8822 4.0210 -0.19
C 9.5453 -3.3825 2.6915 -0.26
C 8.1200 -3.4722 2.2050 -0.17
C 7.4859 -2.1128 1.8305 -0.18
C 6.4981 -1.5558 2.8817 -0.20
C 5.2127 -0.9980 2.2360 -0.21
C 4.5220 0.1149 3.0543 -0.22
C 3.0957 -0.2412 3.4941 -0.21
C 2.0334 -0.0001 2.3964 -0.20
C 0.9159 0.9618 2.8065 -0.20
C -0.2639 0.2604 3.5066 -0.19
C -1.4885 0.0748 2.5834 -0.22
C -2.3010 -1.1888 2.8579 -0.31
C -3.2383 -1.5599 1.7042 -0.50
C -4.1313 -2.7198 2.1802 -0.30
C -5.5622 -2.2276 2.4622 -0.21
C -6.5823 -3.3333 2.7995 -0.22
C -7.1003 -3.3393 4.2431 -0.25
S -6.0457 -4.0572 5.4727 0.57
O -6.5815 -3.7238 6.7616 -0.30
O -4.6650 -3.7728 5.2551 -0.27
O -6.3255 -5.6244 5.3150 -0.16
P -2.2580 -1.9082 0.2084 0.85
C -0.5784 -2.7000 0.5671 -0.31
C -3.1587 -3.1988 -0.7628 -0.35
H 11.1546 -1.5779 4.2062 0.09
H 11.5939 -3.3080 4.0510 0.08
H 10.8929 -2.6967 5.5543 0.08
H 10.0089 -4.3804 2.6836 0.12
H 10.1457 -2.7320 2.0427 0.12
H 8.1038 -4.1189 1.3241 0.09
H 7.5082 -3.9611 2.9673 0.11
H 8.2954 -1.3894 1.7116 0.11
H 6.9766 -2.2355 0.8745 0.10
H 6.2257 -2.3726 3.5527 0.11
H 6.9776 -0.7568 3.4464 0.10
H 5.5097 -0.5832 1.2684 0.10
H 4.5199 -1.8207 2.0484 0.11
H 4.5313 1.0529 2.4947 0.11
H 5.1180 0.2882 3.9565 0.10
H 2.8534 0.3244 4.3966 0.10
H 3.0991 -1.3027 3.7585 0.10
H 1.6145 -0.9558 2.0746 0.10
H 2.5442 0.4151 1.5202 0.10
H 1.3272 1.7552 3.4381 0.10
H 0.5313 1.4478 1.9060 0.10
H -0.5734 0.8879 4.3531 0.09
H 0.0405 -0.6984 3.9379 0.10
H -2.1390 0.9424 2.7015 0.09
H -1.1304 0.0691 1.5497 0.06
H -1.6387 -2.0353 3.1297 0.08
H -2.9362 -1.0024 3.7356 0.09
H -3.7357 -3.1668 3.1061 0.08
H -4.2208 -3.5405 1.4570 0.07
H -5.5609 -1.4363 3.2184 0.11
H -5.8777 -1.7590 1.5299 0.08
H -7.4764 -3.1719 2.1896 0.11
H -6.1953 -4.3111 2.4917 0.11
H -8.0195 -3.9266 4.2986 0.10
H -7.3241 -2.3296 4.5823 0.11
H -6.1185 -5.8963 4.4065 0.09
H -0.3773 -2.8480 1.6321 0.01
H 0.1847 -2.0260 0.1746 -0.01
H -0.4450 -3.6744 0.0795 0.01
H -3.1704 -4.2010 -0.3100 0.02
H -2.6993 -3.2954 -1.7472 0.01
H -4.1937 -2.8734 -0.8789 0.02
C 0.8739 1.4315 -5.1264 -0.02
C 0.8165 0.7636 -3.7782 -0.33
C -0.2793 -0.2714 -3.6304 -0.09
O -0.6196 -0.1829 -2.2478 0.03
C -0.3081 1.0614 -1.8210 -0.56
O -0.6210 1.5523 -0.7888 0.16
O 0.4366 1.7105 -2.7698 0.06
H 1.6838 2.1601 -5.1712 0.09
H 1.0183 0.7037 -5.9251 0.09
H -0.0619 1.9620 -5.2999 0.07
H 1.7873 0.3452 -3.4950 0.16
H 0.0387 -1.2834 -3.8703 0.14
H -1.1633 -0.0168 -4.2225 0.14
C -4.6064 -0.3564 7.2225 -0.01
C -3.5516 0.5831 6.6956 -0.32
C -3.5687 1.9697 7.3055 -0.10
O -3.0604 2.7832 6.2460 0.06
C -3.3351 2.1516 5.0737 -0.56
O -3.2092 2.6518 4.0036 0.15
O -3.7676 0.8954 5.3054 0.08
H -4.5171 -1.3462 6.7750 0.07
H -4.5142 -0.4620 8.3043 0.09
H -5.6021 0.0235 6.9872 0.09
H -2.5572 0.1369 6.7824 0.16
H -2.9353 2.0680 8.1839 0.13
H -4.5838 2.2983 7.5462 0.14
C -3.3328 4.3597 -3.6912 -0.02
C -2.2029 4.3995 -4.6839 -0.31
C -2.1528 5.6092 -5.5911 -0.08
O -1.5186 5.0849 -6.7701 0.02
C -1.7865 3.7546 -6.8190 -0.58
O -1.5667 3.0665 -7.7656 0.15
O -2.3280 3.3364 -5.6614 0.08
H -3.2535 3.4654 -3.0746 0.09
H -3.3035 5.2306 -3.0384 0.10
H -4.2983 4.3262 -4.1922 0.09
H -1.2430 4.2659 -4.1759 0.16
H -1.5577 6.4250 -5.1886 0.14
H -3.1469 5.9749 -5.8587 0.14
C -5.4803 0.8525 0.9314 -0.04
C -4.8092 2.0066 0.2491 -0.29
C -4.7536 3.2857 1.0519 -0.08
O -4.7675 4.2965 0.0243 0.06
C -5.3790 3.7735 -1.0578 -0.59
O -5.6987 4.4173 -2.0142 0.11
O -5.5627 2.4532 -0.9186 0.09
H -5.4410 -0.0307 0.3007 0.07
H -4.9624 0.6139 1.8580 0.07
H -6.5318 1.0841 1.1377 0.09
H -3.8119 1.7150 -0.0906 0.16
H -3.8594 3.3772 1.6607 0.12
H -5.6392 3.4196 1.6783 0.14
C 6.3120 -7.0394 -1.1494 -0.02
C 7.2056 -6.1999 -2.0256 -0.33
C 8.5510 -6.8110 -2.3561 -0.10
O 9.3816 -5.6565 -2.5133 0.06
C 8.8446 -4.6549 -1.7714 -0.56
O 9.3899 -3.6299 -1.5283 0.17
O 7.6037 -4.9956 -1.3452 0.07
H 5.3586 -6.5410 -0.9806 0.09
H 6.1197 -8.0045 -1.6193 0.09
H 6.7786 -7.2017 -0.1771 0.09
H 6.6824 -5.9035 -2.9391 0.16
H 8.5515 -7.3965 -3.2720 0.14
H 8.9414 -7.4159 -1.5335 0.14
C -2.0079 6.3793 -9.8081 -0.01
C -1.1409 7.4064 -10.4841 -0.32
C -1.0372 8.7361 -9.7667 -0.10
O -0.8280 9.6557 -10.8446 0.06
C -1.3695 9.1132 -11.9638 -0.57
O -1.5309 9.6976 -12.9854 0.16
O -1.6994 7.8204 -11.7487 0.08
H -2.0088 5.4444 -10.3669 0.09
H -1.6440 6.1724 -8.8025 0.07
H -3.0406 6.7281 -9.7508 0.10
H -0.1459 6.9994 -10.6837 0.16
H -0.2082 8.7911 -9.0659 0.14
H -1.9673 9.0002 -9.2567 0.14
```

***

no.,E (eV),Kohn-Sham gap (Ha),highest occupied orbital energy (Ha)
1,-155266.010,0.0636,-0.23603
2,-72178.021,0.3494,-0.33641
3,-112062.479,0.1318,-0.07002